{
  "formula": "C48H115N7O9",
  "method": "ωB97M-V/def2-TZVPD",
  "charge": 6,
  "e_tot_ha": -2955.72675,
  "homo_lumo_gap_ev": 6.5,
  "e_homo_ha": -0.75049,
  "symbols": ["C", "C", "O", "O", "H", "H", "H", "C", "C", "C", "C", "C", "C", "N", "O", "C", "C", "C", "H", "H", "H", "H", "H", "H", "H", "H", "H", "H", "H", "H", "H", "H", "H", "H", "H", "H", "C", "C", "C", "C", "C", "C", "N", "O", "C", "C", "C", "H", "H", "H", "H", "H", "H", "H", "H", "H", "H", "H", "H", "H", "H", "H", "H", "H", "H", "C", "C", "N", "C", "C", "C", "C", "C", "O", "C", "H", "H", "H", "H", "H", "H", "H", "H", "H", "H", "H", "H", "H", "H", "H", "H", "H", "H", "H", "H", "C", "N", "C", "C", "C", "C", "O", "H", "H", "H", "H", "H", "H", "H", "H", "H", "H", "H", "H", "H", "H", "C", "N", "C", "C", "C", "C", "O", "H", "H", "H", "H", "H", "H", "H", "H", "H", "H", "H", "H", "H", "H", "C", "N", "C", "C", "C", "C", "O", "H", "H", "H", "H", "H", "H", "H", "H", "H", "H", "H", "H", "H", "H", "C", "N", "C", "C", "C", "C", "O", "H", "H", "H", "H", "H", "H", "H", "H", "H", "H", "H", "H", "H", "H"],
  "xyz": [[3.60569, 25.00200, -12.98742], [2.94336, 25.73878, -14.15838], [3.47307, 25.92262, -15.26424], [1.70865, 25.92614, -13.98679], [3.64028, 25.66844, -12.12358], [4.67381, 24.82414, -13.12690], [3.08632, 24.06188, -12.80684], [3.32290, 31.95912, -20.15574], [2.01857, 31.14623, -20.33433], [2.11354, 30.19639, -21.52048], [3.16099, 29.06992, -21.41668], [2.84560, 28.15222, -20.22606], [2.65324, 28.87398, -18.84533], [1.89064, 30.22869, -19.11021], [1.67900, 30.86848, -17.98439], [4.00239, 29.11613, -18.23967], [1.81288, 27.97364, -17.94940], [0.77030, 32.03529, -20.56318], [3.15068, 32.46942, -19.20678], [3.25931, 32.74128, -20.91276], [4.30459, 31.49161, -20.16377], [2.40928, 30.82786, -22.35989], [1.20207, 29.71763, -21.88068], [4.18848, 29.44190, -21.38324], [3.32372, 28.45225, -22.30070], [3.55375, 27.33365, -20.09837], [1.91928, 27.65262, -20.51675], [3.89934, 29.57533, -17.25635], [4.65641, 29.62666, -18.94775], [4.66251, 28.26975, -18.04406], [1.40552, 28.49937, -17.08430], [2.43953, 27.20007, -17.50612], [0.95541, 27.55922, -18.47864], [-0.15565, 31.49158, -20.37318], [0.75036, 32.63916, -21.46771], [0.68747, 32.73293, -19.72618], [10.16439, 22.83530, -18.95793], [9.54115, 23.17841, -17.59750], [8.55733, 24.37103, -17.78039], [7.67771, 24.52633, -16.53116], [6.71563, 23.34477, -16.30458], [7.60123, 22.06584, -16.07870], [8.72801, 21.95611, -17.06464], [9.38032, 20.84571, -17.12901], [6.70440, 20.85816, -16.29774], [8.10908, 21.95682, -14.63185], [10.67529, 23.51807, -16.57370], [10.57782, 23.71390, -19.45554], [9.43915, 22.44665, -19.67295], [11.04614, 22.19673, -18.91335], [7.95596, 24.09108, -18.64843], [9.17297, 25.15939, -18.21218], [7.05270, 25.39828, -16.73441], [8.21833, 24.79420, -15.62360], [5.93136, 23.18986, -17.04601], [6.11541, 23.61048, -15.43300], [5.94599, 20.84148, -15.51336], [7.23025, 19.90791, -16.20133], [6.11348, 20.78518, -17.21126], [8.75736, 21.08255, -14.55889], [7.33746, 21.78802, -13.88149], [8.67456, 22.82031, -14.28129], [10.34970, 23.77939, -15.56626], [11.17784, 24.43376, -16.89044], [11.51530, 22.83383, -16.45459], [2.93908, 15.93117, -12.14609], [1.94735, 16.52236, -11.15331], [1.90788, 18.06586, -10.96078], [1.26831, 18.66558, -12.21142], [0.92306, 18.31080, -9.75067], [1.61713, 18.07345, -8.38234], [3.27514, 18.69458, -10.67904], [3.32028, 20.25241, -10.70066], [2.31093, 20.82396, -9.87503], [2.62408, 22.19709, -9.56597], [2.77862, 14.86307, -12.27992], [3.95409, 16.13818, -11.80531], [2.91861, 16.42189, -13.12088], [2.22199, 16.16380, -10.16142], [0.92497, 16.19934, -11.34477], [1.87664, 18.32542, -13.04863], [1.19282, 19.74858, -12.13147], [0.26750, 18.26218, -12.36074], [0.01539, 17.72393, -9.88220], [0.68498, 19.36591, -9.86548], [2.07692, 17.13676, -8.06623], [0.86038, 18.10127, -7.59457], [2.24192, 18.92513, -8.11670], [3.87416, 18.21717, -11.45391], [3.62318, 18.35385, -9.70611], [3.14246, 20.70586, -11.67858], [4.29633, 20.52888, -10.29828], [2.50487, 22.77067, -10.48656], [3.66540, 22.23684, -9.24114], [1.96813, 22.42818, -8.72904], [1.03653, 19.76701, -17.14112], [1.63650, 21.06976, -16.56573], [1.73833, 21.06761, -15.00714], [3.07089, 21.14443, -17.21809], [0.75138, 22.19039, -17.06599], [1.03700, 23.60327, -16.75689], [2.31489, 23.98269, -17.19056], [0.09130, 19.47052, -16.68600], [1.77111, 18.96573, -17.09912], [0.71779, 19.98532, -18.15974], [2.28697, 21.97792, -14.77257], [2.25294, 20.15688, -14.70704], [0.71751, 21.09890, -14.63119], [3.50619, 20.24656, -16.78202], [3.42330, 22.10320, -16.84734], [2.95292, 21.02433, -18.29290], [-0.24381, 22.00166, -16.66125], [0.78334, 22.07616, -18.15033], [0.99004, 23.70220, -15.66780], [0.20095, 24.21827, -17.09702], [2.63649, 24.71080, -16.63659], [-2.03517, 24.99803, -14.55610], [-2.56188, 24.83971, -13.07380], [-3.53719, 25.97423, -12.89031], [-3.22155, 23.48032, -12.88503], [-1.36596, 25.10184, -12.10939], [-0.33919, 24.02948, -11.95892], [0.31410, 23.70409, -13.14718], [-1.22569, 25.71759, -14.65569], [-2.90224, 25.04742, -15.21321], [-1.62393, 24.01637, -14.79188], [-3.74798, 26.11420, -11.83200], [-4.40329, 25.73784, -13.50661], [-3.03766, 26.83788, -13.32691], [-2.51145, 22.66140, -12.97494], [-3.98092, 23.48930, -13.66529], [-3.65957, 23.47785, -11.88766], [-1.78282, 25.22634, -11.10861], [-0.92872, 26.04511, -12.43635], [-0.80937, 23.07993, -11.69689], [0.40324, 24.33976, -11.22110], [0.92054, 24.44854, -13.31375], [6.52456, 25.28192, -7.80618], [7.10016, 26.62803, -8.08744], [5.94446, 27.60096, -8.05608], [8.09179, 27.07288, -7.05147], [7.68068, 26.72069, -9.54075], [6.79825, 26.15556, -10.71046], [7.63882, 25.58442, -11.72008], [7.34073, 24.56183, -7.86093], [5.63070, 25.04575, -8.37896], [6.19302, 25.21532, -6.76909], [5.53342, 27.41511, -7.06430], [5.21069, 27.37483, -8.82842], [6.26261, 28.63265, -8.19502], [7.52554, 27.04118, -6.12103], [8.23740, 28.14557, -7.17935], [9.02897, 26.52670, -7.13058], [8.64317, 26.22700, -9.40639], [7.92682, 27.77577, -9.65524], [6.25206, 26.93368, -11.24347], [6.04869, 25.39406, -10.49259], [7.70718, 24.63682, -11.57690], [2.86852, 29.48667, -14.45129], [1.69714, 29.64649, -13.47268], [1.82511, 28.84432, -12.16809], [1.78443, 31.14180, -13.09592], [0.40938, 29.35287, -14.30057], [-0.92344, 29.74778, -13.62291], [-1.08867, 31.12381, -13.79641], [2.73478, 30.22233, -15.24147], [2.86315, 28.48934, -14.89345], [3.79263, 29.60146, -13.88687], [1.36179, 27.88676, -12.40518], [1.17939, 29.30740, -11.42426], [2.89717, 28.84704, -11.98692], [2.71786, 31.25730, -12.54775], [0.87450, 31.44488, -12.58327], [1.86518, 31.69307, -14.03129], [0.47284, 28.27940, -14.48952], [0.51350, 29.78486, -15.29532], [-0.99363, 29.60155, -12.54201], [-1.68600, 29.14080, -14.11620], [-2.00332, 31.34088, -13.58744]],
  "forces_ev_per_a": [[1.4, 0.9, -0.2], [-1.0, -1.3, -0.8], [1.2, 0.1, 0.0], [-1.1, 0.4, 0.9], [-0.7, -0.2, 0.3], [0.0, -0.3, -0.5], [-0.1, 0.2, 0.2], [-0.9, 0.9, 1.0], [-0.9, -1.8, -2.1], [1.3, -0.9, -1.6], [1.2, 0.1, 0.8], [-0.8, 0.4, -0.4], [-0.6, -2.3, -2.0], [1.5, 4.5, 7.0], [0.2, -3.5, -5.9], [1.2, 1.2, 0.4], [-0.7, 0.5, 0.6], [-0.2, 0.3, 2.6], [0.5, 0.2, 0.1], [0.2, -0.2, -0.2], [-0.4, -0.4, -0.2], [0.0, 0.1, 0.0], [-0.5, 0.4, 0.6], [0.0, 0.5, 0.6], [-1.0, 0.0, -0.3], [0.2, 0.2, 0.1], [-0.2, 0.0, 0.3], [0.2, 0.6, -0.2], [-0.2, 0.8, 0.3], [-1.0, -0.9, -0.2], [0.1, 0.3, 0.0], [0.0, -0.1, -0.4], [0.2, -0.2, -0.1], [0.1, -0.5, -0.8], [0.3, -0.5, -0.2], [0.4, 0.4, -0.1], [0.4, -0.3, -0.3], [0.4, 0.8, -0.9], [0.3, -2.2, 0.1], [-1.0, 1.5, -1.3], [1.8, 0.3, 0.2], [-3.0, -0.3, 0.0], [5.7, -4.0, 1.0], [-4.1, 5.3, 0.1], [-0.6, -1.4, 0.2], [1.4, -0.1, 0.2], [0.0, 0.3, 0.6], [-0.3, 0.4, 0.4], [-0.1, -0.2, 0.2], [-0.3, -0.4, 0.3], [-0.5, 0.0, 0.1], [-0.1, 0.6, 0.9], [-0.1, 0.1, 0.2], [0.2, -0.3, 0.0], [0.6, 0.0, -0.7], [0.3, -0.5, 0.5], [0.1, 0.2, 0.2], [0.2, 0.1, 0.0], [0.5, 0.5, -0.4], [0.2, 0.0, 0.0], [-0.5, 0.1, -0.6], [0.1, 0.1, -0.3], [-0.4, -0.2, 0.0], [-0.4, 0.1, -0.6], [-0.5, -0.6, -0.4], [0.4, 1.4, -0.2], [0.6, -0.1, 0.7], [-1.7, 0.0, 0.1], [0.5, -0.6, 0.5], [1.4, -0.1, 0.4], [-1.0, 0.7, 0.6], [-0.9, 0.0, -0.6], [-0.9, -0.5, 0.2], [0.6, -0.1, 0.2], [0.0, -1.5, -0.1], [0.0, 0.1, 0.2], [0.1, -0.6, 0.2], [-0.4, -0.2, -0.2], [-0.2, -0.1, 0.0], [0.0, 0.3, -0.1], [0.0, 0.3, -0.1], [0.2, -0.1, 0.1], [0.1, -0.2, 0.3], [0.3, -0.3, -0.3], [-0.1, -0.1, 0.3], [0.3, -0.2, -1.0], [-0.5, 0.3, -0.3], [0.3, -0.2, -0.2], [0.5, 0.6, 0.1], [-0.2, -0.2, -0.1], [0.6, -0.3, -0.4], [0.2, 0.0, -0.3], [-0.2, 0.5, 0.2], [0.0, 0.2, 0.1], [0.0, 0.5, -0.3], [-0.4, 0.7, 0.2], [0.3, -0.7, -0.2], [-0.2, 0.1, -2.2], [-2.0, -0.4, 1.7], [-0.5, -0.8, -1.0], [0.9, 0.5, 2.1], [0.0, 0.1, -0.4], [0.3, 0.2, 0.7], [-0.1, 0.1, 0.0], [0.6, -0.1, -0.2], [0.0, -0.1, 0.3], [0.0, 0.1, 0.0], [0.1, 0.0, 0.1], [0.7, 0.3, -0.2], [0.6, -0.2, -0.5], [0.1, 0.4, 0.1], [-0.1, -0.3, -0.3], [-0.3, -0.2, 0.0], [0.0, 0.2, 0.2], [0.1, 0.0, -0.6], [0.1, 0.3, 0.2], [-0.5, -2.3, 1.1], [2.0, 0.5, -0.8], [0.4, -0.5, -0.3], [0.1, 1.4, 0.0], [-1.2, 0.3, 0.1], [-0.1, -1.2, -0.6], [0.6, -0.1, -0.7], [-0.5, 0.3, 0.2], [0.0, 0.8, 0.1], [0.3, 0.1, 0.1], [-0.3, 0.0, -0.2], [-0.2, 0.1, 0.3], [-0.2, 0.2, 0.3], [0.0, 0.2, -0.3], [-0.1, -0.6, 0.2], [-0.2, -0.1, -0.1], [-0.3, 0.3, -0.1], [0.0, 0.0, 0.0], [-0.1, 0.2, 0.8], [-0.3, 0.0, 0.4], [0.3, 0.5, -0.7], [0.7, -0.4, 1.1], [-1.4, 0.9, -2.3], [0.0, -0.4, 0.7], [-0.8, 0.7, -0.2], [0.0, -0.5, 1.4], [0.7, -0.3, -0.6], [-0.1, 0.3, 0.2], [-0.2, -0.2, -0.5], [0.4, 0.1, -0.5], [0.1, 0.5, 0.1], [-0.5, 0.6, -0.1], [0.1, -0.3, 0.1], [0.3, -0.1, 0.2], [0.6, -0.6, 0.3], [0.4, -0.1, -0.4], [-0.2, -0.2, 0.3], [-0.1, -0.4, -0.7], [-0.2, 0.0, -0.2], [0.1, 0.4, 0.4], [0.0, 0.2, 0.9], [0.2, 0.0, 0.1], [-0.6, -1.0, 0.7], [-0.2, 1.8, -0.9], [-1.0, 0.2, -2.1], [-0.2, -0.7, -0.6], [0.4, -0.7, 1.4], [0.9, 0.1, -0.2], [-0.3, 0.3, -0.6], [0.2, 0.1, 0.2], [-0.1, -0.1, 0.1], [0.0, 0.3, -0.2], [0.7, -0.4, 0.2], [0.5, 0.3, 0.1], [-0.3, -0.3, 0.6], [-0.3, 0.1, 0.3], [0.3, 0.0, 0.2], [-0.2, 0.1, 0.1], [-0.1, -0.2, 0.3], [0.0, 0.6, 0.3], [0.4, -0.9, 0.1], [-0.2, 0.1, -0.1], [-0.1, 0.4, 0.0]],
  "lowdin_charge": [-0.002, -0.730, -0.038, -0.102, 0.068, 0.063, 0.058, 0.036, -0.431, -0.128, -0.158, -0.119, -0.413, 0.145, 0.148, -0.011, -0.011, 0.011, 0.099, 0.123, 0.092, 0.144, 0.138, 0.112, 0.132, 0.132, 0.121, 0.082, 0.094, 0.111, 0.059, 0.087, 0.099, 0.101, 0.122, 0.092, -0.012, -0.404, -0.109, -0.158, -0.103, -0.431, 0.104, 0.227, -0.039, 0.004, 0.017, 0.112, 0.103, 0.103, 0.128, 0.138, 0.115, 0.114, 0.116, 0.117, 0.087, 0.101, 0.090, 0.107, 0.097, 0.083, 0.074, 0.115, 0.109, -0.046, -0.139, -0.237, 0.008, -0.107, -0.052, -0.045, -0.182, -0.231, -0.048, 0.110, 0.081, 0.071, 0.128, 0.137, 0.086, 0.085, 0.118, 0.135, 0.105, 0.097, 0.100, 0.073, 0.124, 0.134, 0.110, 0.129, 0.072, 0.085, 0.109, 0.026, -0.304, 0.046, 0.050, -0.126, -0.254, -0.049, 0.113, 0.111, 0.111, 0.094, 0.088, 0.101, 0.092, 0.080, 0.122, 0.145, 0.147, 0.098, 0.139, 0.053, 0.038, -0.314, 0.021, 0.047, -0.088, -0.249, -0.106, 0.097, 0.113, 0.079, 0.120, 0.120, 0.095, 0.099, 0.116, 0.124, 0.143, 0.126, 0.122, 0.132, 0.021, -0.004, -0.372, 0.008, 0.043, -0.032, -0.214, -0.060, 0.124, 0.094, 0.118, 0.117, 0.101, 0.120, 0.121, 0.119, 0.127, 0.137, 0.139, 0.117, 0.101, 0.087, 0.007, -0.306, 0.044, 0.034, -0.070, -0.233, -0.040, 0.088, 0.081, 0.112, 0.077, 0.106, 0.103, 0.114, 0.105, 0.111, 0.107, 0.122, 0.126, 0.120, 0.121]
}